This record from the Open Molecules 2025 dataset describes a cluster of 5 separate species, C49H48F9N4O20 in total in a non-equilibrium geometry. The level of theory is ωB97M-V/def2-TZVPD.

The HOMO-LUMO gap comes out at 7.53 eV. The total charge is +1. The value obtained for the largest force on an atom is 2.98 eV/A.

Geometry as XYZ:
```
130
Properties=species:S:1:pos:R:3:mulliken_charge:R:1
F -1.26347 -1.49488 3.58214 -0.232
F -5.14759 0.04614 3.24483 -0.313
F -2.88744 -0.97820 4.89847 -0.288
F -3.89765 -2.48315 3.14131 -0.326
F -2.63278 -1.77637 1.54246 -0.165
F -5.47877 -1.33316 1.61372 -0.304
F -2.92311 1.51956 4.00257 -0.272
F -0.85776 0.88726 4.19350 -0.300
F 3.10864 -2.42291 -0.65173 -0.111
O -5.59708 0.15892 -7.24362 -0.564
O 3.36261 3.70556 -1.09658 -0.171
O 2.01793 -1.15109 1.78335 -0.295
O -9.20650 -0.59790 -4.34218 -0.605
O 5.82410 -7.31986 -2.86719 -0.623
O -3.79422 0.13078 -0.08526 -0.345
O -5.37968 3.14583 -1.00938 -0.576
O 7.01202 -3.82973 0.92099 -0.668
O 8.77850 -5.74934 0.42255 -0.570
O -9.95033 2.65759 -1.89060 -0.546
O 4.91106 -8.00437 6.70741 -0.605
O 4.52840 -3.55649 3.87814 -0.578
O -4.01310 0.03773 -5.10549 -0.720
O 6.92226 -4.68213 4.07630 -0.594
O -7.63613 -0.63740 -2.20995 -0.513
O -5.70386 5.61233 -0.06327 -0.592
O -10.27369 5.14491 -1.02449 -0.594
O 5.74924 0.65446 -1.76484 -0.465
O 2.50683 -6.92772 6.43259 -0.571
O 4.09998 -5.36157 -2.42552 -0.534
N 0.46118 0.00711 -0.53034 0.130
N 1.39383 1.36500 -2.13073 0.009
N -0.91572 0.81089 -2.25631 0.159
N 3.49462 0.10022 -2.35310 -0.721
C 2.61633 -1.00742 3.07351 -0.737
C 1.22030 2.81565 -1.78169 -1.063
C -5.20861 -0.09687 -4.89060 1.287
C 2.47586 -0.16555 0.90408 -2.199
C 5.89761 -5.27024 4.68613 0.109
C -8.88489 3.32183 -1.47499 0.403
C -8.02559 -0.43234 -4.56581 0.921
C -2.41054 -0.78373 3.67431 0.649
C 3.65299 5.40344 1.56681 -0.481
C 2.24138 6.57670 0.06035 -0.194
C 7.38917 -6.62157 -1.24820 -1.027
C -8.00393 5.49440 -0.49376 -0.977
C -5.75665 -0.29724 -3.56361 -0.733
C 7.66131 -5.71960 -0.29567 0.354
C 5.20825 -5.40063 -1.68955 0.005
C 3.95754 4.98890 -0.87629 -1.453
C -2.50637 0.60924 -0.34791 0.445
C 3.40192 -5.19651 5.13841 -1.009
C 1.63254 7.21574 1.11541 -0.675
C 4.86753 -6.99346 6.03574 0.924
C 2.41075 3.67820 -2.14686 0.222
C 3.04020 6.04569 2.61299 -0.576
C -6.15455 -0.04906 -6.05469 0.355
C -1.99820 0.69282 3.49694 0.687
C -3.37198 -1.37692 2.58773 0.510
C 3.08378 3.30551 -3.47096 -1.500
C -4.57266 -0.49274 2.15877 0.830
C 2.03625 6.96784 2.40740 -0.510
C 4.56798 -4.59011 4.52448 1.058
C 6.03086 -6.39611 5.39855 -0.794
C 2.48951 0.73907 -1.45211 -0.259
C 1.90296 -0.36645 -0.47214 1.047
C 4.64893 0.34279 -2.01749 0.623
C 1.93975 -1.81291 -1.02931 -0.117
C -7.47480 -0.20832 -5.89472 -1.019
C -7.07739 -0.45480 -3.39760 -0.155
C -6.52692 3.56950 -1.01334 1.073
C 6.71009 -4.60290 0.02988 1.102
C 0.76039 -2.66414 -0.55183 -1.483
C -7.65275 2.79055 -1.48377 -0.844
C 0.23076 0.73608 -1.68710 -0.423
C -4.31654 0.60577 1.13825 -0.734
C 3.53265 -6.32592 5.84880 0.368
C -9.13748 4.72284 -0.98746 0.788
C 6.14666 -6.53195 -1.99911 0.908
C 5.47850 -4.50082 -0.73669 -0.935
C -2.13625 0.16516 -1.75846 -0.953
C -6.77866 4.95808 -0.50207 0.242
C 3.26530 5.67674 0.27084 0.896
H 0.37629 3.18331 -2.36415 0.660
H 4.81082 -3.68620 -0.50486 0.907
H -10.71040 3.26283 -1.78334 0.363
H -1.99579 -0.91291 -1.70811 0.169
H 2.87383 -7.71503 6.87994 0.358
H -1.81093 0.11718 0.33553 -0.312
H 3.17675 -1.90965 3.31333 0.296
H 0.49847 -2.46622 0.48091 0.229
H -2.95198 0.35681 -2.44662 0.378
H 3.31303 -0.16954 3.11112 0.395
H -1.01344 1.35204 -3.10632 0.474
H -2.42792 1.70192 -0.28090 0.346
H -4.95371 5.00339 -0.18402 0.327
H 8.72543 -4.99442 1.03842 0.354
H 3.78265 2.48736 -3.33637 0.285
H 3.66073 4.17107 -3.78921 0.486
H -8.16591 -0.17804 -6.72503 0.443
H 2.02659 4.69528 -2.27098 0.431
H 3.98880 5.60104 -1.77825 0.497
H 6.98225 -6.89322 5.52386 0.448
H 4.98866 4.79965 -0.58152 0.493
H 1.09156 -3.69777 -0.64356 0.549
H -5.28890 1.04687 0.91360 0.240
H 2.44808 -4.70710 5.00025 0.510
H -8.59687 -0.72726 -2.37306 0.374
H -8.19705 6.49378 -0.13036 0.441
H -5.06540 -0.31629 -2.73293 0.578
H 8.06420 -7.43024 -1.48981 0.431
H 3.57068 -0.16177 0.85464 0.696
H 2.15612 0.82714 1.26910 0.729
H 4.15799 -6.12577 -3.03120 0.359
H -0.09193 -2.54106 -1.21209 0.270
H -3.72350 1.42701 1.53884 0.432
H 1.56854 7.49634 3.22263 0.411
H 1.89072 -1.75453 -2.11919 0.494
H 0.94375 2.94117 -0.72785 0.317
H 6.55884 -3.89496 3.62856 0.316
H -7.45786 1.78512 -1.83160 0.554
H 0.85099 7.93455 0.91653 0.394
H -1.79451 0.96776 2.46133 -0.237
H 1.86711 -0.85379 3.84926 0.169
H 0.29387 0.67515 0.22669 0.666
H -4.63830 0.23573 -7.08780 0.354
H 3.06144 1.40185 -0.79991 0.857
H 1.93087 6.76953 -0.95823 0.379
H 4.44236 4.69938 1.78904 0.431
H 3.33777 5.86154 3.63603 0.394
H 2.32964 3.09876 -4.22765 0.377
```



This record from the Open Molecules 2025 dataset describes a structure of composition C26H21BN7O9SY. The level of theory is ωB97M-V/def2-TZVPD.

The HOMO-LUMO gap comes out at 6.08 eV. For the energy above the lowest of the compared OMol25 structures with the same formula, charge and spin, the calculation gives 0.000 eV. The total charge is -2. The value obtained for the largest force on an atom is 0.62 eV/A.

Geometry as XYZ:
```
66
Properties=species:S:1:pos:R:3:mulliken_charge:R:1
Y 0.27761 0.11129 -0.03994 0.734
S -2.74333 -2.92639 1.00630 -0.099
O 1.15659 -1.69997 1.13727 0.228
O 1.93514 0.87710 1.59081 -0.728
O 1.90842 3.90514 -1.66655 -0.807
O -2.20029 1.36715 3.35620 -0.795
O 2.73721 -1.58080 5.61989 -0.679
O 3.08803 1.08205 4.40219 -0.711
O -1.03531 0.15375 1.85839 0.235
O 1.10151 1.80805 -1.47814 -0.421
O 1.93163 -3.43852 3.44899 -0.733
N -0.79457 -1.85856 -2.69611 -0.932
N -0.11078 2.36356 0.75164 0.601
N -1.97969 0.49331 -1.04592 0.726
N -2.41633 0.02642 -2.23647 -0.379
N 7.22853 -0.36372 -3.82625 -0.555
N 2.53938 -0.50242 -1.23908 0.524
N -0.11150 -1.81952 -1.53305 1.554
C 0.01744 -3.89096 -2.37916 -1.448
C 1.69092 -1.35349 2.25046 0.266
C 2.60989 0.10239 3.85655 -0.127
C 4.92033 -0.49113 -1.18471 -0.923
C 6.22446 -0.38853 -3.26836 -0.116
C -0.46477 3.60490 2.73761 -1.030
C -0.73377 -3.08562 -3.22190 -0.149
C -0.63711 2.47255 1.96510 0.933
C 2.49217 -1.28460 4.47212 0.414
C -3.04976 0.96281 -0.40899 -0.256
C -4.19738 0.81792 -1.19194 -1.323
C 0.29984 4.63670 2.20785 -0.311
C -3.81699 -1.82015 1.94018 -0.473
C 2.57907 -0.42641 -2.56875 -0.044
C 4.95231 -0.42225 -2.56597 0.774
C -1.36709 1.23347 2.46665 -0.462
C -1.49127 -3.19540 2.28126 -0.479
C 1.28394 3.01672 -1.09684 0.297
C 0.85830 4.50689 0.94344 -0.778
C 2.01838 -2.22193 3.37593 -0.215
C 2.07269 -0.01475 2.49185 0.889
C 3.76436 -0.39110 -3.28050 -1.004
C -3.73671 0.20902 -2.34651 -0.147
C 3.68202 -0.52752 -0.56072 -0.300
C 0.63912 3.33425 0.24612 0.446
C 0.37964 -3.04300 -1.33078 -0.698
B -1.44953 -0.57565 -3.29863 0.071
H 0.47915 5.53345 2.78968 0.399
H 0.94861 -3.23849 -0.43529 0.607
H -1.86938 -3.84145 3.07490 0.561
H 0.24828 -4.93656 -2.49400 0.433
H -4.21993 -2.32070 2.82311 0.376
H -1.23378 -3.29765 -4.15277 0.392
H -2.96342 1.37653 0.58118 0.373
H 3.75994 -0.32538 -4.35896 0.474
H 5.82918 -0.50719 -0.60054 0.490
H -4.64162 -1.53134 1.28750 0.291
H 1.48339 5.26630 0.49536 0.516
H 1.62418 -0.38264 -3.07872 0.255
H -4.25154 -0.10749 -3.23851 0.427
H -0.61354 -3.64890 1.82440 0.172
H 3.60129 -0.57406 0.51679 0.430
H -3.26082 -0.93177 2.24339 -0.182
H -5.20703 1.09939 -0.94521 0.398
H -2.11155 -0.91392 -4.26057 -0.215
H -1.18937 -2.22986 2.68819 -0.139
H -0.58425 0.23418 -3.57769 -0.148
H -0.90245 3.63850 3.72490 0.522
```



This record from the Open Molecules 2025 dataset describes an isolated molecule of C6H6 in a non-equilibrium geometry. The level of theory is ωB97M-V/def2-TZVPD.

The HOMO-LUMO gap comes out at 8.65 eV. For the energy above the lowest of the compared OMol25 structures with the same formula, charge and spin, the calculation gives 7.756 eV. The value obtained for the largest force on an atom is 5.05 eV/A.

Geometry as XYZ:
```
12
Properties=species:S:1:pos:R:3:mulliken_charge:R:1
C -0.11305 -1.57909 0.17402 -1.022
C 0.02642 1.18800 0.97263 -0.593
C 0.75837 0.76584 -1.22096 0.079
C 0.13067 -0.15424 -0.16240 0.458
C -0.53566 1.14967 -0.40189 -0.235
C 1.69559 0.82626 -2.11305 -0.374
H -1.44952 1.48808 -0.84464 0.376
H 0.58504 -2.34492 0.52466 0.325
H -0.70549 0.95556 1.87512 0.230
H -1.08429 -1.76363 0.77795 0.255
H -0.35509 -2.14853 -0.86055 0.253
H 1.04699 1.61700 1.27914 0.248
```



This record from the Open Molecules 2025 dataset describes a cluster of 2 separate species, C3H12NO2 in total in a non-equilibrium geometry. The level of theory is ωB97M-V/def2-TZVPD.

The HOMO-LUMO gap comes out at 11.03 eV. For the energy above the lowest of the compared OMol25 structures with the same formula, charge and spin, the calculation gives 1.965 eV. The total charge is +1. The value obtained for the largest force on an atom is 4.94 eV/A.

Geometry as XYZ:
```
18
Properties=species:S:1:pos:R:3:mulliken_charge:R:1
O -0.50864 1.74663 0.70248 -0.453
O 0.06470 0.01533 2.55316 -0.596
N -0.26091 -0.73716 -0.20294 -0.107
C 0.64172 -1.96126 -0.72438 -0.866
C -0.09958 0.36816 -1.26088 -0.491
C -0.25397 1.73154 -0.66260 -0.418
H -0.82235 -0.11475 2.71670 0.292
H 0.55478 2.31418 -1.06930 0.345
H 0.02871 -2.80569 -0.41060 0.377
H 0.99423 0.27505 -1.58271 0.383
H -1.22353 -0.97332 -0.01564 0.357
H 0.60625 -0.24028 3.28709 0.279
H 1.55574 -1.99551 -0.14250 0.320
H 0.03603 -0.51801 0.68643 0.244
H 0.05229 2.43169 1.06151 0.309
H 0.64107 -1.94861 -1.77066 0.431
H -0.77683 0.19693 -2.14765 0.340
H -1.22970 2.21508 -1.01752 0.254
```



This record from the Open Molecules 2025 dataset describes a cluster of 2 separate species, C4H6O2 in total in a non-equilibrium geometry. The level of theory is ωB97M-V/def2-TZVPD.

The HOMO-LUMO gap (alpha / beta) comes out at 8.46 / 8.46 eV. Its SMILES is C=C1CO1.C=O. For the energy above the lowest of the compared OMol25 structures with the same formula, charge and spin, the calculation gives 6.018 eV. The value obtained for the largest force on an atom is 1.44 eV/A.

Geometry as XYZ:
```
12
Properties=species:S:1:pos:R:3:mulliken_charge:R:1
O 1.11308 2.50833 -0.52808 -0.413
O -0.89554 -1.19492 1.27020 -0.408
C -0.83282 -1.85042 0.00418 -0.324
C -0.05790 2.47659 -0.24362 -0.110
C -0.32678 -0.48429 0.20297 0.186
C 1.01038 -0.50711 0.07558 -0.591
H 1.61801 -0.92141 0.87165 0.337
H -0.85437 2.50847 -1.01270 0.261
H -1.69408 -2.01237 -0.61205 0.261
H -0.41667 2.42243 0.80221 0.280
H 1.44056 -0.27133 -0.88941 0.292
H -0.10386 -2.67398 0.05906 0.228
```



This record from the Open Molecules 2025 dataset describes a cluster of 2 separate species, C36H42N3O in total in a non-equilibrium geometry. The level of theory is ωB97M-V/def2-TZVPD.

The HOMO-LUMO gap comes out at 4.88 eV. For the energy above the lowest of the compared OMol25 structures with the same formula, charge and spin, the calculation gives 3.256 eV. The total charge is +1. The value obtained for the largest force on an atom is 2.00 eV/A.

Geometry as XYZ:
```
82
Properties=species:S:1:pos:R:3:mulliken_charge:R:1
O -1.90580 -2.24356 -2.72078 -0.719
N -3.00362 5.93352 -1.01202 0.120
N 7.18037 1.62984 3.16802 0.251
N -2.33706 -1.21712 -0.15291 0.044
C -2.22880 -4.70736 -3.59177 -0.267
C 0.94600 -4.83836 0.19143 -0.734
C 2.23138 0.73076 0.49911 -0.425
C -2.53361 -4.43940 -2.25574 -0.783
C -0.93573 2.33007 -0.10719 0.277
C -3.76215 -6.52896 -2.11760 -0.969
C 5.73142 0.25637 1.76905 -0.350
C -1.95463 -3.15043 -1.63786 3.459
C -1.14088 4.77001 0.08751 -0.578
C -3.96526 6.47480 -0.06987 -0.916
C -4.31323 -2.45022 -0.74683 -0.676
C -2.80535 3.50258 -1.17127 -0.449
C 5.96801 1.45509 2.49006 -0.279
C -4.73242 -1.17022 0.00644 -0.684
C -3.32380 -5.33915 -1.52148 0.130
C -0.50400 3.58641 0.41767 -0.644
C 3.72315 2.20661 1.89417 -0.549
C -2.79782 -2.56350 -0.50046 -1.149
C 3.47851 0.99706 1.18630 0.066
C 4.94472 2.43602 2.50921 -0.330
C -2.35390 6.95513 -1.81509 -0.906
C -0.54553 -3.37686 -1.03814 -1.027
C -0.14560 -4.66578 -0.67326 -0.542
C -2.32531 4.74797 -0.69232 -0.179
C -3.41785 -6.81503 -3.44049 -0.435
C 8.39038 2.13119 2.54260 -0.930
C 4.53339 0.05166 1.11813 -0.654
C 7.29888 1.50307 4.60710 -0.990
C 0.29166 -2.28825 -0.76993 -0.561
C -0.21974 1.12710 0.14314 0.516
C 0.98148 1.18911 0.88860 -0.632
C -2.09066 2.33974 -0.94459 -0.403
C -2.65076 -5.90704 -4.17807 -0.786
C -3.43708 -0.52287 0.51834 -0.664
C 1.65780 -3.72049 0.63521 -0.845
C 1.37069 -2.46540 0.10655 -0.083
H -3.47339 7.02109 0.75359 0.316
H -3.12417 7.65830 -2.15171 0.320
H 1.20889 -5.84072 0.52734 0.418
H -3.73677 -7.75282 -3.89161 0.400
H -4.81361 -3.34339 -0.35533 0.418
H -1.80425 -1.33388 -2.37550 0.322
H 8.41518 1.87895 1.47655 0.310
H -1.87158 6.49927 -2.68779 0.293
H 0.92846 1.69163 1.86111 0.856
H -3.58027 -5.11077 -0.48148 0.384
H 6.59775 0.75693 5.00200 0.288
H -4.57269 5.66632 0.35622 0.304
H 9.25265 1.67772 3.05148 0.311
H 7.11797 2.46561 5.10803 0.314
H 8.47457 3.22378 2.65970 0.287
H 4.37343 -0.86376 0.53594 0.426
H -0.56924 0.22175 -0.32433 0.173
H 2.30217 0.09554 -0.39349 0.915
H -2.37450 -6.11565 -5.21381 0.390
H 5.14535 3.38395 3.02025 0.443
H -0.70300 -5.53201 -1.03559 0.380
H -3.36469 -0.65478 1.61204 0.351
H -0.74128 5.72854 0.41868 0.428
H -2.65096 -3.21105 0.38752 0.467
H 2.95164 2.97694 1.91003 0.365
H -4.52315 -2.41031 -1.82263 0.329
H -5.27349 -0.50057 -0.66318 0.301
H -3.37646 0.55386 0.32052 0.220
H -2.40022 1.39249 -1.39776 0.451
H 8.32826 1.18953 4.82496 0.353
H -1.52159 -1.26856 0.45638 0.313
H 1.97542 -1.61492 0.40821 0.049
H 6.51300 -0.51355 1.75691 0.445
H -4.61651 7.17660 -0.60654 0.339
H -1.59377 7.50269 -1.23680 0.327
H 2.46515 -3.83068 1.35810 0.426
H -3.71828 3.49055 -1.77873 0.477
H -1.66186 -3.97905 -4.17734 0.417
H 0.10922 -1.31765 -1.23747 1.005
H 0.36732 3.61889 1.08004 0.270
H -4.37292 -7.21859 -1.53268 0.401
H -5.38502 -1.40231 0.85722 0.275
```